[1]
{"formula": "C3H14N2O2", "method": "ωB97M-V/def2-TZVPD", "total_charge": 0, "homo_energy_ev": -9.13, "smiles": "C[C@H](N)CN.O.O", "symbols": ["C", "C", "N", "C", "N", "H", "H", "H", "H", "H", "H", "H", "H", "H", "H", "O", "H", "H", "O", "H", "H"], "coordinates": [[1.0774, 1.5131, 0.3376], [0.2476, 0.3352, -0.1372], [0.8519, -0.9750, 0.1224], [0.0284, 0.4444, -1.6428], [-0.9738, -0.5617, -2.0684], [0.5958, 2.4314, 0.0070], [1.1901, 1.6158, 1.4219], [2.0869, 1.4710, -0.0651], [-0.7348, 0.3143, 0.3376], [1.8466, -0.9503, -0.0825], [0.7685, -1.2077, 1.1044], [0.9706, 0.2333, -2.1620], [-0.3634, 1.4239, -1.8852], [-0.7185, -1.4220, -1.5914], [-0.8506, -0.7208, -3.0607], [1.3402, -1.2330, 3.3156], [0.7675, -1.9019, 3.7204], [1.3675, -0.5009, 3.9478], [-3.1980, 0.0149, -0.1728], [-2.5136, -0.5630, -0.5492], [-3.7862, 0.2389, -0.8974]], "forces_ev_per_angstrom": [[-0.16, 0.43, 0.39], [0.35, -0.36, -0.20], [-0.08, -0.12, 0.13], [-0.59, -0.84, 0.04], [0.30, 0.19, 0.21], [0.12, 0.22, -0.11], [-0.18, -0.39, -0.06], [0.10, 0.01, -0.24], [0.01, 0.26, 0.06], [-0.06, 0.00, -0.02], [0.12, 0.04, 0.05], [0.17, 0.47, 0.10], [0.14, 0.30, -0.18], [0.18, -0.16, -0.17], [-0.22, -0.16, 0.01], [-0.20, -0.07, 0.27], [0.21, 0.27, -0.08], [-0.05, -0.24, -0.18], [0.00, -0.19, 0.51], [-0.33, 0.45, -0.38], [0.16, -0.09, -0.15]]}



[2]
{"formula": "C3H14N2O2", "method": "ωB97M-V/def2-TZVPD", "total_charge": 0, "homo_energy_ev": -8.21, "smiles": "CCNCN.O.O", "symbols": ["C", "C", "N", "C", "N", "H", "H", "H", "H", "H", "H", "H", "H", "H", "H", "O", "H", "H", "O", "H", "H"], "coordinates": [[-1.2967, 0.8024, -1.9400], [-1.4475, 0.5019, -0.4604], [-1.3464, -0.9230, -0.2389], [-1.4528, -1.3646, 1.1153], [-1.1130, -2.7340, 1.3605], [-1.6536, 1.7686, -2.2787], [-0.3015, 0.5556, -2.3098], [-1.9131, 0.0625, -2.4698], [-2.4526, 0.8189, -0.1444], [-0.7175, 1.0095, 0.1691], [-1.7503, -1.5265, -0.9364], [-0.9243, -0.6950, 1.8026], [-2.5091, -1.2242, 1.4499], [-0.6139, -3.2075, 0.6210], [-1.8095, -3.3415, 1.7439], [3.4810, 2.8115, -0.5585], [3.1149, 3.6932, -0.6856], [3.0717, 2.5181, 0.2595], [3.7845, -0.2521, 1.0784], [3.2384, 0.5466, 1.0689], [4.6113, 0.1797, 1.3535]], "forces_ev_per_angstrom": [[-0.14, -1.15, -0.46], [-0.87, -0.38, -0.16], [1.78, -0.19, -0.10], [-2.05, 0.30, 0.79], [0.85, -0.59, -0.31], [0.25, 0.27, 0.23], [0.21, 0.48, 0.16], [-0.19, 0.20, 0.02], [0.03, 0.45, 0.11], [0.10, 0.08, -0.04], [-0.33, 0.13, 0.12], [0.55, 0.13, -0.47], [0.15, -0.17, 0.13], [0.10, 0.28, 0.02], [-0.43, 0.17, -0.05], [-0.06, 0.11, 0.06], [0.06, 0.00, -0.10], [-0.03, 0.01, 0.01], [0.40, 1.11, 0.36], [-0.45, -0.55, -0.20], [0.08, -0.69, -0.14]]}



[3]
{"formula": "C3H14N2O2", "method": "ωB97M-V/def2-TZVPD", "total_charge": 0, "homo_energy_ev": -8.21, "smiles": "CNCCN.O.O", "symbols": ["C", "N", "C", "C", "N", "H", "H", "H", "H", "H", "H", "H", "H", "H", "H", "O", "H", "H", "O", "H", "H"], "coordinates": [[-0.6333, 0.1936, -2.9366], [0.2742, 0.7264, -1.9426], [-0.0189, 0.0614, -0.6079], [0.3749, 0.8160, 0.7107], [0.6831, -0.0037, 1.8126], [-0.0768, 0.1686, -3.8798], [-1.0571, -0.7971, -2.6918], [-1.4840, 0.8773, -3.0002], [1.2707, 0.3356, -2.1446], [0.2822, -1.0201, -0.5398], [-1.0523, -0.2777, -0.4867], [-0.6076, 1.3278, 1.0721], [1.0528, 1.6694, 0.5776], [0.8794, -0.9428, 1.6477], [0.3720, 0.3397, 2.7374], [0.4668, 3.4164, -0.9733], [-0.1949, 4.2034, -0.9193], [-0.2158, 2.7795, -1.2783], [-0.7661, -4.6446, 3.4745], [-1.7052, -4.8813, 3.4281], [-0.1067, -5.4419, 3.3809]], "forces_ev_per_angstrom": [[-0.20, 0.04, -0.41], [2.22, -2.38, 2.14], [0.03, -0.95, 0.84], [-2.87, 2.01, -0.37], [0.29, 0.95, 1.63], [-0.57, -0.09, -0.06], [0.40, 0.10, -0.23], [-0.01, -0.08, -0.32], [-2.25, 1.29, 0.21], [1.28, 0.73, -0.36], [-0.66, 1.28, -0.47], [1.32, -0.19, -1.08], [0.20, -0.54, -0.47], [0.22, -1.49, 0.26], [0.42, -1.02, -1.25], [-3.26, 2.14, -0.18], [2.18, -1.40, 0.13], [1.25, -0.43, -0.01], [1.96, -1.46, -0.17], [0.76, -0.64, -0.07], [-2.72, 2.10, 0.24]]}



[4]
{"formula": "C3H14N2O2S", "method": "ωB97M-V/def2-TZVPD", "total_charge": -1, "s_squared": 0.752, "homo_energy_ev": [0.85, -5.31], "multiplicity": 2, "symbols": ["N", "C", "C", "S", "C", "N", "H", "H", "H", "H", "H", "H", "H", "H", "H", "H", "H", "H", "O", "H", "H", "O"], "coordinates": [[1.1653, -0.7066, -1.0189], [-0.1176, -1.1328, -0.4008], [-0.7013, -0.1535, 0.5701], [-0.4823, -0.5660, 2.4111], [-1.1431, -1.1487, -1.7052], [-2.4294, -1.7894, -1.3448], [1.4433, 0.1990, -0.9765], [-1.8058, -0.6364, 2.7199], [1.8130, -1.4197, -0.9926], [-0.0871, -2.1928, -0.0257], [-1.7613, 0.2527, 0.4058], [-0.0746, 0.7085, 0.3926], [-1.4697, -0.1094, -2.0247], [-0.6586, -1.5502, -2.5471], [-2.3090, -2.7587, -1.4550], [-2.6531, -1.5680, -0.4436], [-0.8097, 5.5986, 0.9701], [-0.0396, 5.8638, -0.4598], [-0.4675, 5.1431, 0.1095], [4.0735, -0.0992, 2.3970], [4.0895, -1.3960, 1.7432], [4.4252, -0.5381, 1.6757]], "forces_ev_per_angstrom": [[-3.16, -2.71, 0.45], [-1.34, -0.34, -3.82], [-0.40, 1.15, 1.54], [-0.09, 0.20, -1.21], [-1.34, 1.66, 2.93], [1.27, 0.28, -3.66], [1.05, 2.79, 0.60], [-0.06, -0.03, -0.03], [1.94, -0.99, 0.15], [0.25, 1.09, -0.28], [1.37, -1.14, 0.14], [-0.06, 0.68, 0.36], [1.06, -0.69, 0.64], [0.48, -1.02, -0.93], [-0.16, -1.45, 0.25], [-0.78, 0.51, 2.86], [1.06, -1.07, -2.45], [-1.01, -1.39, 1.50], [-0.05, 2.43, 0.95], [-1.20, 1.56, 2.29], [-0.89, -2.14, 0.08], [2.05, 0.60, -2.39]]}



[5]
{"formula": "C3H14N2O3", "method": "ωB97M-V/def2-TZVPD", "total_charge": -1, "s_squared": 0.751, "homo_energy_ev": [0.52, -6.17], "multiplicity": 2, "symbols": ["C", "C", "N", "C", "N", "H", "H", "H", "H", "H", "H", "H", "H", "H", "H", "O", "H", "H", "O", "H", "H", "O"], "coordinates": [[1.3947, 1.7420, 1.5959], [1.4898, 0.3604, 2.2746], [0.4342, -1.9975, 1.0422], [-0.2291, -1.1868, 1.9278], [0.1623, -0.1525, 2.5406], [0.4853, 1.8161, 0.9943], [2.2411, 1.9110, 0.9335], [1.2763, 2.5486, 2.3183], [1.9093, 0.5381, 3.2693], [2.2289, -0.2402, 1.7383], [-0.0632, -2.6827, 0.5086], [1.2382, -1.6224, 0.5619], [-1.1834, -1.6437, 2.1949], [-2.1393, 0.2524, -4.9689], [-1.3225, 0.4242, -3.6240], [-1.2939, 0.0835, -4.5357], [2.6861, 0.3720, -2.6747], [1.5732, -0.7012, -2.6781], [2.2723, -0.3063, -2.1331], [-3.7124, 0.4753, -0.2599], [-4.8298, -0.1608, -0.9522], [-4.6182, 0.1706, -0.0740]], "forces_ev_per_angstrom": [[-0.52, -0.11, -0.22], [0.02, 1.33, 0.54], [0.93, 0.35, -0.11], [-0.41, -1.08, 0.14], [0.15, -0.29, -0.19], [0.14, -0.28, -0.19], [0.10, 0.21, 0.11], [0.33, 0.01, 0.13], [0.28, -0.15, -0.04], [-0.36, -0.44, -0.15], [-0.40, 0.07, -0.03], [-0.08, 0.01, -0.07], [-0.19, 0.46, 0.00], [-0.19, 0.16, 0.42], [-0.38, 0.03, -0.03], [0.62, -0.25, -0.34], [-0.17, 0.03, -0.14], [0.02, 0.27, 0.05], [0.07, -0.32, 0.18], [-0.05, 0.06, 0.39], [-0.37, -0.21, -0.17], [0.47, 0.15, -0.27]]}



[6]
{"formula": "C3H14N3O", "method": "ωB97M-V/def2-TZVPD", "total_charge": 1, "homo_energy_ev": -13.52, "symbols": ["N", "C", "C", "N", "H", "H", "H", "H", "H", "H", "H", "H", "H", "N", "C", "O", "H", "H", "H", "H", "H"], "coordinates": [[0.8757, 0.7495, 1.2550], [-0.4409, 1.4332, 1.5157], [-1.5704, 0.5037, 1.0864], [-2.8297, 1.0968, 1.5184], [0.8256, -0.1485, 1.7432], [1.0487, 0.3925, 0.2276], [1.6713, 1.3132, 1.5540], [-0.5176, 1.5895, 2.5896], [-0.4554, 2.4052, 1.0361], [-1.5846, 0.3681, 0.0037], [-1.3667, -0.4898, 1.5182], [-3.6015, 0.7068, 0.9828], [-3.0304, 0.8092, 2.4737], [1.5605, -0.1201, -1.2830], [1.3150, -1.5820, -1.4198], [0.9257, -1.9570, -2.6969], [2.5340, 0.0653, -1.5159], [1.0568, 0.3637, -2.0300], [2.2578, -2.0871, -1.2264], [0.5939, -1.8731, -0.6516], [-0.0331, -1.8744, -2.7994]], "forces_ev_per_angstrom": [[-0.58, -0.68, -0.33], [0.08, -0.30, -0.01], [-0.04, 0.17, 0.04], [-0.17, -0.62, 0.07], [0.50, 0.31, 0.46], [0.18, 0.84, -0.03], [-0.02, -0.28, 0.09], [0.09, 0.09, 0.06], [-0.04, -0.03, -0.24], [0.05, 0.15, -0.04], [-0.09, -0.01, 0.00], [0.14, 0.22, -0.07], [0.08, 0.26, -0.02], [0.01, -0.03, -0.32], [0.28, 0.24, 0.12], [-0.41, 0.06, -0.18], [-0.03, 0.00, 0.12], [-0.13, -0.13, 0.23], [0.00, -0.07, 0.16], [-0.14, -0.11, -0.11], [0.25, -0.09, -0.01]]}



Looking at DFT total energy for the records above, in order, we have -382.68519 -382.64718 -382.60041 -780.76862 -457.88462 -361.96091 Eh.
Looking at energy relative to the best compared isomer or geometry (same formula, charge and spin) for the records above, in order, we have 9.1 33.0 62.3 43.2 9.2 6.6 kcal per mole.